(1)
DFT (ωB97M-V with the def2-TZVPD basis set) results for a cluster of 2 separate species, C22H25ClN in total at a distorted geometry.

Element x y z (Å)
Cl  4.130  -0.124  0.981
C  2.471  -0.080  1.387
C  1.773  -1.280  1.597
C  0.395  -1.248  1.805
C  -0.319  -0.017  1.802
C  -1.765  -0.019  1.805
C  -2.622  1.208  1.685
C  -4.085  0.654  1.462
C  -3.913  -0.825  1.618
C  -2.575  -1.179  1.688
C  0.438  1.185  1.739
C  1.816  1.155  1.535
H  2.311  -2.224  1.571
H  -0.138  -2.187  1.960
H  -2.606  1.804  2.614
H  -2.295  1.887  0.883
H  -4.782  1.089  2.194
H  -4.453  0.912  0.457
H  -4.745  -1.529  1.618
H  -2.192  -2.202  1.693
H  -0.078  2.140  1.848
H  2.388  2.074  1.462
C  -7.518  -1.687  7.343
C  -6.853  -2.835  6.896
C  -5.823  -2.728  5.958
C  -5.436  -1.464  5.493
C  -4.192  -1.330  4.643
C  -2.954  -1.086  5.504
C  -1.580  -1.129  4.821
C  -0.656  -0.300  5.732
C  -1.614  0.529  6.603
N  -2.947  0.235  6.068
C  -6.166  -0.325  5.861
C  -7.197  -0.435  6.800
H  -8.290  -1.768  8.109
H  -7.131  -3.823  7.274
H  -5.292  -3.612  5.592
H  -4.033  -2.243  4.055
H  -4.321  -0.496  3.942
H  -2.949  -1.865  6.301
H  -1.237  -2.133  4.572
H  -1.666  -0.563  3.890
H  -0.060  -0.966  6.357
H  0.008  0.354  5.155
H  -1.515  0.243  7.667
H  -1.413  1.604  6.529
H  -3.688  0.400  6.744
H  -5.908  0.645  5.422
H  -7.745  0.459  7.107

The charge is +1. As for the HOMO energy: -11.18 eV. For the gap between HOMO and LUMO, the calculation gives 5.61 eV.

Listed below, in e, are the natural (NBO) charges computed for each atom: 0.106, 0.034, -0.242, -0.106, -0.112, 0.304, -0.506, -0.479, 0.097, -0.324, -0.113, -0.241, 0.253, 0.226, 0.281, 0.270, 0.264, 0.272, 0.248, 0.251, 0.231, 0.253, -0.211, -0.215, -0.162, -0.048, -0.406, -0.046, -0.381, -0.418, -0.219, -0.651, -0.230, -0.200, 0.226, 0.223, 0.203, 0.204, 0.189, 0.171, 0.212, 0.170, 0.220, 0.207, 0.182, 0.197, 0.385, 0.212, 0.223


(2)
DFT (ωB97M-V with the def2-TZVPD basis set) results for a structure of composition C51H58BrN4OP3Ti at a distorted geometry.

Element x y z (Å)
Ti  -0.215  0.922  0.727
O  -0.572  3.123  0.309
C  0.349  4.012  0.889
C  -0.013  5.183  1.531
C  0.981  5.993  2.058
C  2.317  5.643  1.951
C  2.673  4.451  1.343
C  1.690  3.623  0.812
P  1.961  1.962  0.090
C  3.643  1.566  0.670
C  3.700  0.898  1.896
C  4.919  0.653  2.497
C  6.085  1.070  1.874
C  6.035  1.692  0.636
C  4.817  1.939  0.024
C  1.880  2.347  -1.696
C  2.664  3.315  -2.321
C  2.526  3.535  -3.680
C  1.592  2.821  -4.415
C  0.772  1.894  -3.788
C  0.914  1.655  -2.432
C  -1.769  3.680  -0.156
C  -1.810  4.901  -0.811
C  -3.032  5.404  -1.225
C  -4.205  4.706  -0.975
C  -4.154  3.462  -0.376
C  -2.932  2.930  0.028
P  -2.713  1.224  0.639
C  -4.038  0.386  -0.284
C  -5.082  -0.288  0.337
C  -6.098  -0.828  -0.432
C  -6.076  -0.694  -1.811
C  -5.021  -0.042  -2.433
C  -3.998  0.492  -1.674
C  -3.271  1.215  2.368
C  -3.823  2.311  3.019
C  -4.163  2.199  4.357
C  -3.967  1.007  5.037
C  -3.405  -0.084  4.389
C  -3.045  0.021  3.059
H  -1.051  5.463  1.634
H  0.694  6.897  2.568
H  3.082  6.286  2.357
H  3.711  4.167  1.270
H  2.782  0.580  2.381
H  4.961  0.153  3.451
H  7.036  0.913  2.353
H  6.947  1.999  0.147
H  4.785  2.416  -0.944
H  3.367  3.904  -1.748
H  3.147  4.271  -4.165
H  1.489  2.999  -5.473
H  0.028  1.360  -4.358
H  0.279  0.915  -1.927
H  -0.892  5.443  -0.992
H  -3.066  6.348  -1.742
H  -5.158  5.119  -1.268
H  -5.056  2.892  -0.210
H  -5.099  -0.386  1.412
H  -6.911  -1.346  0.052
H  -6.880  -1.101  -2.402
H  -4.999  0.050  -3.508
H  -3.164  1.001  -2.148
H  -3.985  3.241  2.491
H  -4.581  3.051  4.867
H  -4.237  0.935  6.079
H  -3.229  -1.004  4.927
H  -2.562  -0.807  2.536
Br  0.039  1.325  3.079
N  -0.101  -0.677  0.087
P  0.323  -2.167  -0.286
N  0.484  -3.011  1.137
C  0.679  -4.452  1.152
C  1.998  -4.813  1.833
C  2.034  -4.239  3.249
C  1.817  -2.729  3.210
C  0.526  -2.402  2.456
N  -0.769  -2.864  -1.317
C  -0.512  -3.950  -2.263
C  -1.551  -5.057  -2.126
C  -2.953  -4.531  -2.473
C  -3.032  -3.027  -2.184
C  -2.177  -2.696  -0.967
N  1.791  -2.274  -1.105
C  1.935  -1.840  -2.486
C  3.185  -2.482  -3.089
C  4.422  -2.094  -2.284
C  4.209  -2.477  -0.822
C  2.926  -1.822  -0.319
H  0.667  -4.817  0.125
H  -0.149  -4.918  1.700
H  2.824  -4.412  1.243
H  2.105  -5.897  1.872
H  2.988  -4.473  3.722
H  1.244  -4.699  3.847
H  2.667  -2.241  2.728
H  1.737  -2.332  4.221
H  0.422  -1.317  2.318
H  -0.327  -2.770  3.042
H  0.493  -4.341  -2.103
H  -0.570  -3.561  -3.285
H  -1.534  -5.443  -1.105
H  -1.281  -5.873  -2.795
H  -3.697  -5.064  -1.880
H  -3.187  -4.713  -3.524
H  -4.063  -2.719  -2.014
H  -2.656  -2.468  -3.041
H  -2.470  -3.359  -0.141
H  -2.329  -1.656  -0.645
H  2.049  -0.746  -2.534
H  1.053  -2.125  -3.054
H  3.291  -2.153  -4.123
H  3.080  -3.566  -3.080
H  4.583  -1.015  -2.350
H  5.307  -2.588  -2.687
H  5.050  -2.154  -0.205
H  4.116  -3.563  -0.735
H  3.015  -0.720  -0.392
H  2.747  -2.078  0.726

The charge is +2. As for the HOMO energy: -13.49 eV. For the gap between HOMO and LUMO, the calculation gives 7.40 eV.

Atomic partial charges in e from the Mulliken method, atoms 1 to 99: -0.183, 1.440, -0.550, -0.505, -0.881, -1.013, -0.723, 0.533, 2.074, 0.858, -0.378, -0.621, -0.776, -0.809, -0.574, 0.939, -0.532, -0.919, -0.793, -1.156, -0.237, -0.123, -0.224, -0.876, -0.957, -0.450, -0.874, 3.089, 0.299, -0.623, -0.716, -0.718, -0.829, -0.183, 0.312, -0.718, -0.721, -0.798, -0.625, -0.446, 0.641, 0.476, 0.482, 0.602, 0.061, 0.501, 0.429, 0.498, 0.429, 0.557, 0.497, 0.452, 0.557, 0.564, 0.625, 0.502, 0.488, 0.646, 0.502, 0.449, 0.418, 0.459, 0.532, 0.438, 0.461, 0.422, 0.486, 0.361, -0.502, 0.422, -1.448, 0.414, -0.600, -0.315, -1.036, -0.258, 0.235, 0.845, -0.883, -1.025, -0.719, -0.614, 0.846, 0.557, 0.172, -1.260, -0.761, -1.208, 1.150, 0.220, 0.492, -0.133, 0.447, 0.479, 0.360, -0.070, 0.517, -0.891, 0.304


Q: Which value of charge does entry 1 give?
A: +1


Q: Which value of HOMO energy does entry 2 give?
A: -13.49 eV


Q: HOMO energy of number 1 (C22H25ClN)?
A: -11.18 eV


Q: Which formula does entry 2 have?
A: C51H58BrN4OP3Ti